# 1
The following is a quantum chemistry calculation of a structure of composition C36H41CoIN2OP2Si2, from the Open Molecules 2025 dataset.

The geometry in XYZ format:
```
86
Properties=species:S:1:pos:R:3:forces:R:3
Co 0.008 0.108 0.199 0.19 0.63 -0.04
C -2.684 -0.762 2.454 0.27 0.16 -0.34
Si -0.892 -0.133 2.312 0.49 -0.16 0.49
C -0.855 1.484 3.309 -0.03 -0.22 -0.27
C 0.195 -1.375 3.256 -0.27 0.30 -0.07
C 0.012 -1.646 4.612 0.08 -0.12 0.11
C 0.849 -2.532 5.273 -0.08 0.04 0.06
C 1.878 -3.161 4.583 0.08 -0.06 -0.08
C 2.063 -2.901 3.233 0.01 -0.04 0.09
C 1.227 -2.010 2.561 0.12 0.03 -0.39
Si 1.431 -1.590 0.718 0.20 -0.06 0.38
C 3.264 -1.132 0.449 -0.42 0.06 -0.05
C 1.191 -3.199 -0.278 -0.18 0.47 0.05
H -2.952 -0.830 3.510 0.07 0.01 0.02
H -2.815 -1.753 2.015 0.01 -0.03 0.02
H -3.382 -0.075 1.970 -0.03 -0.01 0.04
H -1.188 1.269 4.328 -0.02 -0.01 0.01
H -1.511 2.250 2.890 -0.01 0.00 -0.02
H 0.153 1.896 3.367 0.01 -0.03 0.02
H -0.786 -1.160 5.164 0.00 0.00 0.01
H 0.705 -2.735 6.328 0.00 0.00 0.00
H 2.535 -3.851 5.098 -0.01 0.00 0.01
H 2.868 -3.396 2.698 0.01 -0.02 0.04
H 3.906 -1.973 0.721 -0.01 -0.03 0.00
H 3.550 -0.278 1.064 0.00 -0.07 0.00
H 3.458 -0.881 -0.597 0.03 -0.02 0.00
H 1.925 -3.934 0.058 0.01 0.00 0.03
H 1.346 -3.027 -1.346 0.01 -0.02 -0.02
H 0.197 -3.627 -0.140 -0.01 -0.01 0.01
N 0.977 2.139 -1.483 0.21 -0.12 0.01
P 0.748 0.558 -2.084 -0.10 0.55 -0.31
C 2.147 0.467 -3.270 0.02 -0.24 0.14
C 3.396 0.972 -2.912 -0.02 -0.03 0.11
C 4.454 0.929 -3.806 0.05 0.05 -0.01
C 4.278 0.379 -5.067 -0.02 0.01 0.00
C 3.044 -0.144 -5.425 0.04 0.02 -0.03
C 1.985 -0.103 -4.532 -0.03 -0.06 0.07
C -0.648 0.689 -3.244 0.14 -0.29 0.16
C -0.931 1.848 -3.954 -0.06 0.07 0.08
C -2.049 1.896 -4.766 -0.03 0.15 -0.19
C -2.872 0.786 -4.901 0.01 0.05 -0.02
C -2.566 -0.385 -4.232 -0.06 -0.08 -0.01
C -1.456 -0.430 -3.404 0.13 -0.02 0.01
P 1.215 2.217 0.202 -0.22 0.14 -0.59
C 2.807 3.121 0.281 0.11 -0.49 0.40
C 2.941 4.330 -0.401 -0.05 0.01 -0.06
C 4.141 5.018 -0.366 0.01 0.00 -0.03
C 5.214 4.510 0.358 0.02 -0.02 0.05
C 5.085 3.315 1.046 0.04 0.00 0.02
C 3.881 2.623 1.009 -0.10 -0.05 -0.04
C 0.104 3.552 0.747 -0.06 -0.23 0.23
C -1.123 3.743 0.121 0.12 -0.12 -0.01
C -2.041 4.631 0.660 -0.15 0.04 0.06
C -1.750 5.303 1.838 0.04 0.02 0.00
C -0.520 5.126 2.458 0.02 -0.04 0.06
C 0.409 4.258 1.911 0.06 0.00 -0.12
H 1.401 2.837 -2.083 -0.14 0.13 0.00
H 3.542 1.408 -1.929 0.03 0.01 -0.03
H 5.416 1.335 -3.521 -0.01 0.00 0.02
H 5.098 0.370 -5.774 0.01 -0.04 0.01
H 2.901 -0.571 -6.409 -0.01 -0.01 0.01
H 1.022 -0.504 -4.821 -0.02 0.02 -0.04
H -0.304 2.726 -3.850 -0.05 0.01 0.02
H -2.301 2.814 -5.281 0.02 -0.01 0.02
H -3.763 0.846 -5.512 0.02 0.01 -0.01
H -3.207 -1.252 -4.325 0.02 -0.02 -0.01
H -1.214 -1.340 -2.869 -0.08 -0.06 0.11
H 2.100 4.742 -0.948 0.00 0.04 0.03
H 4.243 5.956 -0.897 -0.02 0.00 0.00
H 6.148 5.056 0.394 0.00 0.00 -0.03
H 5.917 2.918 1.612 0.00 0.01 0.01
H 3.770 1.690 1.548 0.05 0.05 0.02
H -1.351 3.174 -0.772 -0.09 0.09 -0.04
H -2.998 4.781 0.177 0.04 -0.02 -0.09
H -2.484 5.967 2.274 0.00 0.01 -0.01
H -0.297 5.636 3.387 0.03 0.07 -0.04
H 1.374 4.118 2.385 -0.03 0.01 0.07
N -3.392 -0.919 -0.852 0.24 0.48 0.12
C -2.954 0.383 -0.687 0.99 -0.92 0.01
O -1.702 0.535 -0.377 -1.15 -0.55 -0.40
C -3.811 1.439 -0.865 -0.42 0.81 -0.35
I -4.192 4.063 -2.665 0.04 -0.16 -0.12
H -2.841 -1.632 -0.403 0.02 0.03 0.04
H -4.385 -1.069 -0.843 -0.07 0.00 -0.02
H -3.454 2.452 -0.775 -0.08 -0.13 0.56
H -4.852 1.281 -1.105 0.02 0.00 0.08
```
Forces are in eV/Å.

Its spin multiplicity is 2. The value obtained for the orbital gap (spin up / spin down) is 7.3 / 5.0 eV. The calculation puts the LUMO energy (spin up / spin down) at -0.58 / -2.03 eV. The energy above the lowest of the compared OMol25 structures with the same formula, charge and spin comes out at 0.0 kcal/mol. The value obtained for the calculated total energy is -4523.3342 Ha. The calculation puts the molar mass at 821.694 Da. The expectation value of S² is 0.7594. For the highest occupied orbital energy (spin up / spin down), the calculation gives -7.8 / -7.1 eV.

=====

# 2
The following is a quantum chemistry calculation of a structure of composition C36H41GaN5Se, from the Open Molecules 2025 dataset.

The geometry in XYZ format:
```
84
Properties=species:S:1:pos:R:3:forces:R:3
Ga 0.465 0.179 -0.168 -1.97 -0.75 -1.57
N -1.753 1.302 -4.003 -0.04 -0.06 1.29
N 2.793 -0.174 -1.964 -3.98 -1.34 -0.19
C -0.260 -2.379 1.452 -0.27 -0.26 -1.58
C -0.679 -3.125 0.331 0.02 1.05 1.01
C -1.790 -2.447 -0.269 0.02 1.08 1.21
C -2.494 -2.740 -1.531 -0.28 -0.29 -0.41
H -2.136 -3.668 -1.984 -0.15 0.00 -0.08
H -2.337 -1.911 -2.239 -0.14 -0.22 0.06
H -3.576 -2.822 -1.358 0.11 -0.07 -0.16
C -2.076 -1.308 0.484 1.15 -0.99 -0.45
C -3.235 -0.431 0.252 -0.58 0.58 -0.41
H -4.185 -0.994 0.239 0.25 0.11 0.13
H -3.116 0.051 -0.731 -0.24 -0.11 0.31
H -3.305 0.355 1.008 -0.10 0.00 0.01
C -1.025 -1.137 1.465 0.14 -0.02 -1.05
C -1.284 -0.278 2.643 -0.40 0.10 0.79
H -1.450 0.772 2.364 0.04 -0.25 0.16
H -0.487 -0.316 3.392 0.01 0.08 -0.06
H -2.208 -0.658 3.112 0.16 0.32 0.24
C -0.174 -4.435 -0.137 0.18 -0.49 -0.16
H -0.796 -5.269 0.227 0.14 0.07 -0.06
H 0.857 -4.630 0.186 -0.13 0.02 -0.05
H -0.206 -4.472 -1.235 0.14 -0.12 0.17
C 0.613 -2.866 2.546 0.47 -0.13 0.33
H 0.929 -2.047 3.204 0.07 -0.13 -0.10
H 1.518 -3.360 2.167 -0.07 0.08 0.13
H 0.093 -3.605 3.182 0.08 0.18 -0.14
C -1.690 2.279 -4.868 0.69 0.88 -0.73
H -2.498 2.337 -5.587 -0.14 -0.03 -0.21
C -0.663 3.223 -4.918 -0.85 -0.29 0.21
H -0.738 4.029 -5.621 0.14 0.38 -0.15
C 0.415 3.035 -4.065 0.24 -0.52 -0.23
H 1.252 3.702 -4.123 0.50 0.19 -0.07
C 0.448 1.949 -3.217 -1.40 -0.93 0.36
H 1.330 1.529 -2.739 -0.05 0.64 0.27
C -0.790 1.210 -3.022 1.00 0.94 -2.21
C -1.270 0.474 -1.910 3.59 -2.90 1.60
H -0.799 -0.555 -1.975 -1.40 0.27 -0.38
C 2.491 -0.430 -0.670 1.93 1.57 -1.14
C 3.700 -1.085 -2.435 1.38 1.55 1.94
H 3.897 -1.268 -3.498 0.15 0.40 0.67
C 4.352 -1.496 -1.296 0.43 -1.03 -0.78
H 5.271 -2.041 -1.234 0.11 -0.08 0.24
N 3.623 -1.138 -0.182 -1.65 0.48 -0.74
C 3.822 -1.590 1.143 -0.24 -0.17 -0.59
C 4.164 -2.943 1.270 0.09 0.26 0.84
C 4.501 -3.378 2.545 0.00 0.04 0.18
H 4.846 -4.403 2.700 -0.18 0.18 -0.07
C 4.412 -2.529 3.643 0.13 0.27 -0.03
C 4.883 -2.994 4.984 0.10 -0.11 0.31
H 4.289 -2.534 5.783 0.15 -0.21 -0.08
H 5.935 -2.708 5.139 -0.25 -0.10 0.03
H 4.815 -4.086 5.050 0.01 0.22 0.17
C 3.947 -1.223 3.490 0.06 -0.23 -0.27
H 3.875 -0.577 4.365 -0.08 -0.11 -0.16
C 3.626 -0.717 2.230 0.32 -0.82 -0.11
C 3.108 0.676 2.077 0.01 0.64 0.32
H 3.441 1.143 1.147 -0.11 -0.08 0.11
H 3.448 1.295 2.919 0.00 -0.15 -0.16
H 2.006 0.723 2.109 0.29 -0.16 -0.10
C 4.085 -3.923 0.141 0.29 -0.83 -0.30
H 4.809 -3.747 -0.658 -0.30 -0.07 0.22
H 3.084 -3.951 -0.312 0.24 0.19 0.08
H 4.312 -4.937 0.499 -0.21 0.22 0.17
C -2.075 5.134 1.238 -0.06 0.37 0.19
N -2.442 4.270 0.151 0.44 -0.29 -0.20
C -1.756 3.160 -0.269 -1.52 -0.31 -0.94
Se -0.107 2.651 0.460 0.05 1.09 0.64
N -2.542 2.626 -1.241 0.08 0.99 0.37
C -3.686 3.361 -1.460 0.33 -0.81 -0.01
C -4.793 3.120 -2.276 -0.13 0.53 0.02
C -5.840 4.048 -2.172 0.42 -0.38 0.08
C -5.794 5.090 -1.228 0.38 0.41 0.30
C -4.674 5.301 -0.413 -0.12 -0.56 -0.67
C -3.618 4.407 -0.581 -0.46 1.02 1.05
H -2.030 4.589 2.186 0.08 0.03 -0.21
H -2.868 5.879 1.289 0.26 0.08 0.25
H -1.120 5.633 1.050 -0.10 -0.15 0.05
H -2.357 1.724 -1.711 0.83 -1.24 0.30
H -4.804 2.253 -2.940 -0.05 0.36 0.13
H -6.708 3.970 -2.824 0.15 -0.12 0.22
H -6.650 5.757 -1.118 0.21 -0.15 -0.14
H -4.576 6.086 0.318 -0.44 0.21 0.00
```
Forces are in eV/Å.

The value obtained for the orbital gap (spin up / spin down) is 5.3 / 5.3 eV. Its net charge is -1. The calculation puts the LUMO energy (spin up / spin down) at 2.38 / 2.38 eV. The energy above the lowest of the compared OMol25 structures with the same formula, charge and spin comes out at 15.4 kcal/mol. The value obtained for the calculated total energy is -5996.2650 Ha. The calculation puts the molar mass at 692.442 Da. For the highest occupied orbital energy (spin up / spin down), the calculation gives -3.0 / -3.0 eV.